1.
Entry from the Open Molecules 2025 dataset: a structure of composition C4H10N2OS in a non-equilibrium geometry (wB97M-V/def2-TZVPD).

```
! wB97M-V def2-TZVPD RIJCOSX def2/J DEFGRID3
* xyz 0 1
C -1.96857 1.77884 0.27612
C 0.04198 0.63043 0.13141
C -0.43206 -0.57233 1.01188
C -0.71508 -1.70206 -0.14980
H -1.54356 2.20726 1.21328
H -2.40489 2.50257 -0.37622
H -2.65592 0.91862 0.27534
H -1.26962 -0.29022 1.67198
H 0.46668 -1.09822 1.55726
H -0.03385 -1.53447 -1.38752
H -0.44185 -2.91921 0.23611
H -2.88443 -0.76770 -1.08215
H 1.10020 1.21507 -1.32220
H 2.66178 0.83263 0.90118
N -0.69626 1.63896 -0.41348
N 1.11643 0.41350 -0.62980
O -2.40368 -1.59840 -0.30985
S 2.60850 -0.21598 0.02981
*
```

## Properties
Electronic energy (hartree): -741.10545
ΔE to the lowest compared entry with this formula, charge and spin (eV): 7.416
LUMO energy (eV): 0.5
Highest occupied orbital energy (Ha): -0.317

2.
Entry from the Open Molecules 2025 dataset: a structure of composition C26H17Cl5N3O5Sr (wB97M-V/def2-TZVPD).

```
! wB97M-V def2-TZVPD RIJCOSX def2/J DEFGRID3
* xyz -1 1
Sr -1.09652 -0.07178 -0.14259
O 5.22737 -1.21900 3.83410
C 4.59295 -0.15017 3.88778
O 4.82756 0.91741 4.48122
C 3.27860 -0.14563 3.06328
C 2.44871 0.96423 3.04543
C 1.27490 0.92154 2.30959
N 0.91694 -0.14933 1.59718
C 1.70326 -1.22899 1.62284
C 2.88573 -1.26462 2.34536
C 1.21264 -2.41635 0.86141
C 2.10106 -3.37205 0.37997
C 1.60398 -4.47579 -0.28688
C 0.23412 -4.60525 -0.45206
C -0.57773 -3.59875 0.03504
N -0.11203 -2.52005 0.67022
C 0.30174 2.05025 2.31444
C 0.72157 3.36648 2.47262
C -0.22577 4.37251 2.51088
C -1.56618 4.03702 2.41053
C -1.89095 2.70467 2.23089
N -0.98869 1.72304 2.16923
H 2.73408 1.82284 3.63836
H 3.51779 -2.14059 2.40297
H 3.16480 -3.23380 0.51113
H 2.27984 -5.22222 -0.68397
H -0.19567 -5.44793 -0.97449
H -1.65041 -3.63908 -0.11144
H 1.77709 3.59010 2.53985
H 0.08029 5.40638 2.61015
H -2.34288 4.78938 2.43514
H -2.92690 2.40834 2.11106
C -2.08294 -3.20370 -4.11996
C -0.87575 -2.32039 -3.86968
C -0.63401 -1.35403 -5.02091
O 0.26547 -3.16885 -3.68088
C -1.02989 -1.48674 -2.57981
O -0.06323 -0.74227 -2.26483
O -2.09979 -1.57382 -1.91074
H -1.92470 -3.78193 -5.03213
H -2.98587 -2.60265 -4.21961
H -2.22412 -3.88856 -3.28487
H -0.49584 -1.90993 -5.95255
H 0.24607 -0.74502 -4.81431
H -1.48741 -0.68596 -5.14458
H 0.93525 -2.93136 -4.32710
Cl 0.85936 2.59106 -1.17544
C -0.71665 3.35406 -1.03374
C -1.80350 2.52465 -0.82044
C -3.01593 3.17408 -0.71726
Cl -4.44350 2.18692 -0.41678
C -3.17238 4.55572 -0.78195
Cl -4.72625 5.30380 -0.61349
C -2.04043 5.34767 -0.96445
Cl -2.18199 7.06962 -1.02101
C -0.79157 4.74208 -1.09425
Cl 0.62372 5.71732 -1.29910
*
```

## Properties
Electronic energy (hartree): -3873.39805
ΔE to the lowest compared entry with this formula, charge and spin (eV): 0.040
LUMO energy (eV): 2.1
Highest occupied orbital energy (Ha): -0.209

3.
Entry from the Open Molecules 2025 dataset: a cluster of 17 separate species, C92H196F24N9O24 in total in a non-equilibrium geometry (wB97M-V/def2-TZVPD).

```
! wB97M-V def2-TZVPD RIJCOSX def2/J DEFGRID3
* xyz 1 1
C 6.86875 0.17940 7.65335
C 5.41242 -0.43097 7.68777
C 5.34139 -1.66634 6.86564
C 3.91072 -2.10540 6.58456
N 3.71123 -3.56878 5.97621
C 4.40029 -4.59639 6.94116
C 3.67547 -5.90554 6.74665
C 2.21838 -5.52579 6.61189
C 2.23882 -4.04200 6.03857
C 4.41236 -3.84860 4.57347
C 4.16506 -2.74968 3.48701
C 4.82966 -2.96440 2.11365
H 6.87951 1.03772 8.32512
H 7.17008 0.60037 6.69414
H 7.60480 -0.59070 7.88412
H 4.65863 0.30605 7.41082
H 5.14937 -0.65137 8.72233
H 5.92514 -2.49929 7.25746
H 5.83656 -1.40707 5.92986
H 3.35507 -1.49748 5.87057
H 3.40388 -2.20482 7.54442
H 5.47908 -4.59589 6.78521
H 4.13049 -4.27485 7.94710
H 4.08101 -6.44197 5.88881
H 3.83955 -6.59462 7.57512
H 1.67010 -6.18390 5.93781
H 1.78088 -5.51654 7.61019
H 1.86942 -3.97821 5.01506
H 1.66719 -3.39689 6.70578
H 3.88957 -4.69731 4.13247
H 5.47248 -3.96744 4.79736
H 4.57272 -1.84274 3.93352
H 3.12915 -2.69068 3.15308
H 4.37414 -2.34681 1.33957
H 4.85791 -4.00753 1.79875
H 5.88771 -2.70343 2.09079
C -5.93149 -0.00725 -7.00454
C -5.06281 -0.90793 -7.84499
O -5.52444 -1.70108 -8.63138
N -3.52665 -0.89474 -7.65403
H -3.06028 -0.67589 -8.52277
H -3.25033 -0.14928 -7.03111
C -3.02566 -2.32467 -7.23593
H -6.98951 -0.24909 -6.90349
H -5.80849 1.02936 -7.31822
H -5.67647 -0.05163 -5.94572
H -1.94348 -2.36519 -7.11209
H -3.26632 -2.94914 -8.09629
H -3.66046 -2.64882 -6.41128
C 2.41887 8.50926 -5.98137
C 2.70004 7.79226 -4.68123
O 1.91591 7.93395 -3.73066
N 3.82029 6.77095 -4.70880
H 3.96180 6.50540 -5.67293
H 4.67155 7.23856 -4.43167
C 3.52282 5.56770 -3.77656
H 2.28401 7.86231 -6.84819
H 3.22612 9.21864 -6.16366
H 1.40218 8.90147 -5.95659
H 2.98171 4.84477 -4.38703
H 3.03136 5.98798 -2.89910
H 4.48704 5.16231 -3.46992
C 2.46289 0.04152 -6.64028
C 0.99189 0.01166 -6.60491
O 0.34130 -1.06350 -6.65533
N 0.28996 1.35084 -6.37124
H -0.61767 1.14223 -5.98036
H 0.67093 1.77972 -5.53996
C 0.26048 2.35979 -7.56525
H 2.84735 -0.97702 -6.58668
H 2.96732 0.71510 -5.94752
H 2.82326 0.51257 -7.55480
H 1.28023 2.71452 -7.71485
H -0.45761 3.10242 -7.21749
H -0.13442 1.91202 -8.47720
C 7.59259 7.01434 3.23314
C 7.63076 5.48509 3.29884
N 6.76650 4.78809 4.41220
C 7.05856 3.30824 4.43305
C 7.07578 5.28570 5.88038
C 8.49743 4.95654 6.32866
C 5.23507 5.11280 4.16398
C 4.67449 4.86206 2.73764
O 5.20217 3.66067 2.17280
C 4.57199 3.46529 0.88690
H 8.45677 7.17884 2.58953
H 7.75468 7.32747 4.26454
H 6.72143 7.47725 2.76958
H 8.66744 5.18223 3.44607
H 7.33408 5.07171 2.33490
H 6.35812 2.86248 5.13929
H 8.09225 3.01553 4.61721
H 7.00256 2.86204 3.44014
H 6.31945 4.98201 6.60415
H 6.88557 6.35618 5.95776
H 8.67226 3.99225 6.80581
H 8.85582 5.65788 7.08217
H 9.29931 4.94266 5.59049
H 5.00591 6.14615 4.42431
H 4.74567 4.48045 4.90473
H 4.82675 5.77504 2.16198
H 3.58648 4.88423 2.79964
H 3.66024 2.92525 1.14220
H 5.02865 2.81416 0.14151
H 4.23015 4.34447 0.34075
C -4.75239 -5.16014 0.01150
C -5.42125 -5.49242 -1.32783
N -5.14853 -6.88887 -1.86219
C -5.69396 -7.96527 -0.85276
C -5.87678 -7.17212 -3.23481
C -7.43482 -7.32158 -3.12761
C -3.60314 -7.11255 -1.95436
C -2.88078 -6.02716 -2.73830
O -3.33231 -5.97627 -4.11125
C -2.57353 -5.20137 -4.96687
H -4.93487 -5.95229 0.73766
H -5.06113 -4.20308 0.43198
H -3.67378 -5.02683 -0.07181
H -5.08166 -4.87862 -2.16211
H -6.49978 -5.42370 -1.18594
H -5.08070 -7.99208 0.04796
H -5.69488 -8.94801 -1.32427
H -6.72086 -7.71410 -0.58728
H -5.41399 -8.02957 -3.72339
H -5.52624 -6.27179 -3.73942
H -7.91577 -7.21739 -4.10020
H -7.87362 -6.58895 -2.45026
H -7.71119 -8.27217 -2.67143
H -3.48147 -8.04586 -2.50411
H -3.19089 -7.34640 -0.97279
H -1.81760 -6.26553 -2.76854
H -2.95639 -5.01350 -2.34476
H -2.41983 -4.23957 -4.47757
H -3.05601 -4.99001 -5.92115
H -1.57108 -5.60066 -5.12105
C -0.61391 4.70600 5.31446
C -1.24104 5.23975 4.04092
N -0.41011 6.14586 3.08966
C 0.02997 7.45161 3.82104
C 0.90414 5.53176 2.59670
C 0.71207 4.06783 2.12360
C -1.42305 6.47673 1.95602
C -0.79118 7.22312 0.73177
O -0.30928 6.33289 -0.23546
C 0.17905 6.86790 -1.39304
H -0.57956 5.47044 6.09070
H 0.33847 4.21891 5.10513
H -1.14605 3.85974 5.74894
H -2.07948 5.80977 4.44116
H -1.60341 4.44306 3.39125
H 0.58820 7.20893 4.72524
H -0.91077 7.90207 4.13757
H 0.57260 8.14086 3.17407
H 1.44109 5.48921 3.54431
H 1.43344 6.26105 1.98344
H -0.06786 4.17172 1.36927
H 0.28084 3.47657 2.93141
H 1.58516 3.53102 1.75259
H -2.12410 7.13551 2.46851
H -1.85723 5.55786 1.56199
H 0.05271 7.87967 0.94367
H -1.55487 7.85968 0.28494
H -0.49288 7.46567 -2.00890
H 0.26703 5.95295 -1.97889
H 1.16502 7.31300 -1.25946
C 1.37568 -0.78180 1.09565
C 0.60964 0.48933 0.58185
N -0.65671 0.23465 -0.29828
C -1.55378 -0.70160 0.52710
C -1.50489 1.50006 -0.42253
C -0.82075 2.74260 -1.11034
C -0.04390 -0.20316 -1.66516
C -1.08023 -0.38915 -2.77904
O -2.01762 -1.42190 -2.38144
C -3.03726 -1.68815 -3.38150
H 0.81630 -1.33488 1.85017
H 2.36749 -0.53253 1.47285
H 1.58992 -1.46895 0.27710
H 1.29973 1.16172 0.07218
H 0.26655 1.12861 1.39531
H -2.56962 -0.63617 0.13737
H -1.61186 -0.47978 1.59271
H -1.11984 -1.69558 0.41844
H -1.81976 1.73088 0.59515
H -2.41366 1.19285 -0.94010
H -1.47468 3.60271 -0.96654
H -0.58740 2.56936 -2.16088
H 0.16800 2.90316 -0.68057
H 0.62306 -1.06527 -1.66998
H 0.58157 0.61511 -2.02199
H -0.55108 -0.85848 -3.60839
H -1.58358 0.56641 -2.92618
H -3.74744 -0.86233 -3.42357
H -3.61141 -2.51650 -2.96644
H -2.48903 -1.84144 -4.31104
C -7.75305 3.04600 4.15053
C -6.70167 3.05839 3.03283
N -5.48159 2.15568 3.11553
C -4.59320 2.54867 4.36346
C -5.85019 0.67447 3.37285
C -4.58875 -0.34704 3.29037
C -4.61282 2.46120 1.84899
C -5.12383 2.00081 0.42049
O -5.53063 0.61817 0.51135
C -5.83880 -0.15130 -0.59221
H -8.07754 2.03242 4.38602
H -8.59655 3.65354 3.82263
H -7.23342 3.38278 5.04756
H -6.28277 4.05018 2.86261
H -7.15303 2.99856 2.04248
H -4.12529 3.48804 4.06894
H -3.88020 1.74818 4.56084
H -5.18908 2.60927 5.27415
H -6.71608 0.50201 2.73363
H -6.21739 0.60924 4.39706
H -4.88877 -1.35726 3.56882
H -3.88194 -0.13823 4.09343
H -4.04867 -0.30705 2.34442
H -3.77643 1.82469 2.13776
H -4.21582 3.47630 1.84148
H -4.30934 2.12285 -0.29352
H -5.90096 2.72736 0.18323
H -4.93423 -0.35265 -1.16607
H -6.63844 0.27781 -1.19598
H -6.17807 -1.13496 -0.26756
C -3.13991 2.46934 -5.33445
O -1.86430 3.13336 -5.09121
O -2.79710 1.23884 -5.87511
C -4.22177 2.60178 -4.18473
F -5.44370 2.29951 -4.63330
F -3.90474 1.78071 -3.15811
F -4.38781 3.82945 -3.70245
C -1.68594 4.49581 -4.90051
C -0.23231 4.81915 -4.70289
H 0.09104 4.18655 -3.87623
H 0.33145 4.38385 -5.52799
H 0.06208 5.85820 -4.55520
H -2.17976 4.71614 -3.95410
H -2.18336 5.12884 -5.63533
H -3.53919 3.14437 -6.09142
C -0.38644 -5.50605 0.16134
O 0.45705 -5.16263 -0.96739
O -0.69455 -6.84787 0.06674
C 0.32403 -4.86302 1.42244
F -0.08413 -5.46771 2.54925
F 1.69958 -4.79963 1.50419
F -0.13541 -3.53866 1.49750
C 0.19470 -4.15138 -1.82756
C 1.02663 -4.28969 -3.17044
H 0.90582 -3.35418 -3.71663
H 2.08269 -4.44153 -2.94731
H 0.60995 -5.11234 -3.75158
H 0.41486 -3.24266 -1.26734
H -0.79350 -3.96446 -2.24783
H -1.23618 -4.88905 -0.13080
C 10.41131 1.65145 3.87727
O 9.05319 1.21123 3.50889
O 10.61500 2.90743 3.33604
C 10.78469 1.28410 5.42527
F 9.75328 1.48689 6.24064
F 11.12750 0.05517 5.63432
F 11.83797 2.03227 5.84318
C 8.75754 -0.12304 3.78185
C 7.20932 -0.29579 3.56270
H 6.92776 0.29636 2.69196
H 6.98412 -1.35081 3.40675
H 6.54360 0.11662 4.32088
H 8.90713 -0.51047 4.78963
H 9.32578 -0.79486 3.13852
H 10.98613 0.95613 3.26555
C -3.65294 -5.90845 -9.75196
O -2.53936 -5.15303 -9.18058
O -4.17313 -5.11511 -10.77296
C -3.50009 -7.45349 -10.11512
F -4.62370 -8.04050 -10.35037
F -2.63954 -7.84172 -11.07432
F -3.06033 -8.10585 -8.99062
C -1.17583 -5.52146 -9.42359
C -0.38851 -4.67072 -8.52839
H -0.74179 -4.76778 -7.50181
H 0.69423 -4.79337 -8.50141
H -0.64049 -3.64038 -8.77940
H -0.82175 -5.14633 -10.38380
H -0.94175 -6.58289 -9.34187
H -4.39050 -5.90351 -8.94941
C 2.84799 1.80559 -3.40039
O 2.93542 0.40743 -3.33636
O 1.55261 2.07414 -3.92233
C 3.47401 2.41195 -2.04914
F 3.33468 1.70688 -0.89266
F 4.74969 2.65690 -2.26037
F 3.04595 3.62974 -1.70841
C 4.23311 -0.30502 -3.24883
C 3.94249 -1.82021 -3.25685
H 4.80957 -2.42422 -2.98957
H 3.30628 -2.00694 -2.39172
H 3.35311 -2.25415 -4.06458
H 4.83029 0.01279 -2.39415
H 4.82826 -0.09397 -4.13729
H 3.60322 2.18307 -4.08976
C -6.99566 -2.26716 -3.63707
O -8.09699 -1.52596 -4.15497
O -7.17664 -2.52089 -2.27864
C -6.63738 -3.42514 -4.65118
F -5.45943 -4.02010 -4.30092
F -7.65618 -4.26118 -4.75308
F -6.56386 -2.95111 -5.88920
C -8.09327 -0.10623 -3.88612
C -9.10331 0.49296 -4.77977
H -9.03326 0.22659 -5.83440
H -10.11741 0.21395 -4.49365
H -9.12449 1.57621 -4.66057
H -7.19660 0.36546 -4.28810
H -8.22164 0.09936 -2.82341
H -6.14253 -1.60474 -3.78365
C -3.16031 -4.52899 6.58154
O -3.09385 -4.92682 5.16561
O -4.48370 -4.69578 6.96293
C -1.97685 -5.23753 7.32591
F -1.99459 -6.55826 7.32274
F -0.83076 -4.94122 6.74914
F -1.79942 -4.87875 8.58982
C -2.53195 -4.13867 4.17660
C -3.07385 -4.63740 2.85231
H -2.99681 -5.68973 2.57883
H -4.13472 -4.39274 2.90516
H -2.62920 -3.98755 2.09861
H -1.44218 -4.11689 4.18113
H -2.76031 -3.07884 4.28933
H -2.93042 -3.46352 6.57559
C -0.39775 0.64831 4.51863
O 0.80113 0.91081 3.79338
O -1.47061 1.12710 3.74386
C -0.55099 -0.82276 5.08324
F -1.52488 -0.97424 5.97555
F -0.73364 -1.75089 4.07812
F 0.59442 -1.26934 5.67056
C 1.97273 1.44697 4.46303
C 3.29854 1.15959 3.66796
H 4.21957 1.47774 4.15641
H 3.40377 0.10619 3.40838
H 3.12587 1.45987 2.63447
H 2.15084 1.01633 5.44838
H 1.91761 2.49763 4.74795
H -0.24496 1.28886 5.38721
*
```

## Properties
Electronic energy (hartree): -8316.96890
LUMO energy (eV): -5.0
Highest occupied orbital energy (Ha): -0.211